Entry 1:
Formula: C24H63N3O9
Source: OMol25
Level of theory: the ωB97M-V functional and the def2-TZVPD basis

Each line ends with the Mulliken charge.
Atoms and positions in Å:
C (-0.002, -9.315, 0.144)  -0.673
O (0.697, -8.453, -0.659)  -0.366
C (-0.062, -7.378, -1.210)  -0.675
C (-0.279, -6.290, -0.162)  -0.418
N (-0.546, -4.991, -0.631)  -0.033
C (-1.662, -4.889, -1.543)  -0.596
C (-1.791, -3.387, -1.948)  -0.026
O (-2.613, -3.138, -2.811)  -0.403
C (-2.934, -1.738, -3.002)  -0.638
H (0.708, -10.027, 0.675)  0.230
H (-0.740, -9.854, -0.470)  0.292
H (-0.505, -8.801, 0.976)  0.264
H (-0.877, -7.773, -1.817)  0.384
H (0.625, -6.892, -1.887)  0.341
H (0.516, -6.221, 0.592)  0.315
H (-1.131, -6.664, 0.454)  0.251
H (-0.740, -4.429, 0.264)  0.209
H (-2.552, -5.139, -1.022)  0.287
H (-1.524, -5.572, -2.385)  0.465
H (-0.797, -3.058, -2.253)  0.255
H (-2.066, -2.849, -1.023)  -0.094
H (-3.656, -1.611, -3.774)  0.401
H (-2.102, -1.078, -3.300)  0.185
H (-3.272, -1.332, -2.097)  0.257
C (-1.503, 1.932, -3.979)  -0.944
O (-0.697, 1.224, -3.088)  -0.153
C (0.544, 1.892, -2.971)  -0.570
C (1.354, 1.121, -1.921)  0.263
N (2.770, 1.363, -2.155)  -0.395
C (3.572, 0.818, -1.133)  0.226
C (5.049, 1.089, -1.370)  -1.146
O (5.922, 0.852, -0.545)  -0.373
C (6.003, 1.802, 0.505)  -0.694
H (-1.201, 1.785, -5.027)  0.322
H (-1.473, 3.051, -3.749)  0.329
H (-2.565, 1.737, -3.855)  0.308
H (0.465, 2.985, -2.599)  0.123
H (1.126, 1.860, -3.979)  0.319
H (1.078, 0.027, -1.786)  0.264
H (1.049, 1.505, -0.886)  -0.242
H (2.972, 2.348, -2.082)  0.321
H (3.454, -0.236, -1.028)  0.414
H (3.387, 1.307, -0.235)  -0.313
H (5.162, 2.075, -1.708)  0.531
H (5.288, 0.594, -2.233)  0.510
H (6.087, 2.803, 0.077)  0.305
H (6.952, 1.627, 0.957)  0.329
H (5.202, 1.781, 1.266)  0.210
C (-1.818, -4.173, 2.431)  -0.845
O (-0.533, -3.754, 1.929)  -0.315
C (0.026, -2.643, 2.674)  -0.795
C (-0.614, -1.328, 2.252)  0.139
N (-0.315, -0.253, 3.217)  -0.275
C (-1.143, 0.881, 2.885)  0.600
C (-1.120, 1.847, 4.085)  -0.836
O (-1.906, 2.807, 4.042)  -0.371
C (-1.647, 3.890, 3.116)  -0.303
H (-2.101, -5.066, 1.875)  0.223
H (-2.554, -3.413, 2.417)  0.336
H (-1.817, -4.522, 3.476)  0.354
H (1.077, -2.575, 2.454)  0.331
H (-0.063, -2.827, 3.762)  0.373
H (-1.686, -1.510, 2.052)  0.015
H (-0.243, -1.099, 1.235)  0.007
H (0.688, -0.044, 3.333)  0.308
H (-2.196, 0.591, 2.685)  0.345
H (-0.681, 1.418, 2.067)  -0.558
H (-0.111, 2.215, 4.132)  0.338
H (-1.346, 1.243, 4.964)  0.319
H (-0.675, 4.330, 3.304)  0.299
H (-2.422, 4.617, 3.277)  0.363
H (-1.723, 3.593, 2.069)  -0.068
C (-1.799, 6.075, -0.582)  -1.367
C (-0.453, 5.816, -0.101)  0.323
O (0.118, 4.838, -0.929)  -0.480
H (-2.273, 6.896, -0.003)  0.402
H (-2.514, 5.249, -0.478)  0.191
H (-1.839, 6.436, -1.591)  0.349
H (-0.523, 5.449, 0.938)  -0.038
H (0.223, 6.672, -0.118)  0.368
H (0.926, 4.427, -0.507)  0.252
C (-2.032, 2.350, -0.399)  -0.879
C (-2.509, 0.976, -0.474)  -1.223
O (-1.502, 0.063, -0.843)  0.038
H (-2.635, 3.002, 0.162)  0.877
H (-2.038, 2.848, -1.358)  0.277
H (-1.004, 2.419, -0.041)  -0.055
H (-3.241, 0.878, -1.220)  0.423
H (-2.828, 0.600, 0.491)  0.470
H (-1.038, 0.422, -1.593)  -0.003
C (1.418, 3.326, 1.721)  0.470
C (2.517, 4.082, 1.286)  -1.080
O (2.610, 3.912, -0.100)  -0.248
H (1.647, 2.320, 1.412)  0.003
H (0.431, 3.591, 1.329)  -0.491
H (1.453, 3.372, 2.797)  0.286
H (3.380, 3.646, 1.767)  0.428
H (2.458, 5.134, 1.588)  0.362
H (3.276, 4.512, -0.470)  0.200

The LUMO energy is 0.1 eV. Its SMILES is COCCNCCOC.COCCNCCOC.COCCNCCOC.CCO.CCO.CCO. The frontier orbital gap comes out at 7.99 eV. As for the energy above the lowest of the compared OMol25 structures with the same formula, charge and spin: 540.7 kJ/mol.

---

Entry 2:
Formula: C24H64N8O24
Source: OMol25
Level of theory: the ωB97M-V functional and the def2-TZVPD basis

Each line ends with the Mulliken charge.
Atoms and positions in Å:
C (14.025, 34.994, 22.145)  -0.576
N (15.443, 34.949, 21.696)  1.014
O (15.719, 35.000, 20.520)  -0.543
O (16.242, 34.892, 22.605)  -0.561
H (13.435, 34.326, 21.518)  0.033
H (13.701, 36.032, 22.079)  0.346
H (13.978, 34.681, 23.188)  0.304
C (18.061, 29.309, 17.997)  -0.475
N (17.442, 28.280, 17.128)  0.922
O (17.708, 28.285, 15.899)  -0.555
O (16.624, 27.512, 17.588)  -0.523
H (18.958, 28.831, 18.391)  0.349
H (17.320, 29.619, 18.734)  0.019
H (18.332, 30.173, 17.391)  0.223
C (13.645, 26.957, 19.522)  -0.626
N (14.384, 27.507, 20.671)  0.791
O (14.057, 28.596, 21.134)  -0.289
O (15.248, 26.791, 21.213)  -0.555
H (12.595, 27.232, 19.424)  0.103
H (13.860, 25.889, 19.516)  0.379
H (14.204, 27.465, 18.736)  0.254
C (11.190, 36.428, 17.819)  -0.917
N (11.391, 35.201, 18.700)  0.919
O (10.828, 34.104, 18.454)  -0.380
O (12.126, 35.360, 19.657)  -0.540
H (10.575, 37.154, 18.351)  0.334
H (10.741, 36.248, 16.842)  0.233
H (12.234, 36.702, 17.671)  0.365
C (15.905, 30.677, 23.808)  -1.034
N (15.681, 31.243, 22.470)  1.003
O (16.324, 30.837, 21.523)  -0.464
O (14.963, 32.183, 22.392)  -0.445
H (15.342, 31.272, 24.527)  0.389
H (16.962, 30.682, 24.074)  0.350
H (15.361, 29.734, 23.859)  0.275
C (12.702, 31.682, 19.739)  0.257
N (13.563, 30.962, 18.737)  1.254
O (14.601, 30.499, 19.067)  -0.594
O (13.142, 30.872, 17.580)  -0.464
H (12.806, 31.216, 20.719)  -0.297
H (11.650, 31.765, 19.464)  -0.079
H (13.084, 32.701, 19.805)  -0.148
C (11.996, 29.061, 23.589)  -0.127
N (12.264, 29.417, 24.973)  0.957
O (13.267, 30.091, 25.229)  -0.527
O (11.342, 29.158, 25.753)  -0.584
H (12.835, 29.436, 23.003)  -0.171
H (11.013, 29.480, 23.374)  0.123
H (12.029, 27.981, 23.449)  0.265
C (11.685, 28.293, 16.052)  0.558
N (12.493, 27.470, 15.069)  0.983
O (11.932, 26.591, 14.462)  -0.609
O (13.666, 27.812, 14.927)  -0.589
H (12.456, 28.533, 16.784)  -0.389
H (10.932, 27.614, 16.452)  0.046
H (11.246, 29.183, 15.601)  -0.052
C (14.637, 34.230, 17.057)  -0.968
O (13.474, 34.692, 16.375)  0.115
C (13.496, 34.481, 15.016)  -0.557
C (12.269, 35.131, 14.391)  -0.498
O (12.324, 36.531, 14.603)  -0.397
C (13.481, 37.148, 13.964)  -0.735
H (14.475, 34.396, 18.122)  0.044
H (15.454, 34.883, 16.750)  0.442
H (14.921, 33.203, 16.828)  0.469
H (13.389, 33.400, 14.928)  0.271
H (14.428, 34.761, 14.523)  0.501
H (11.313, 34.757, 14.756)  0.001
H (12.209, 35.128, 13.302)  0.482
H (13.381, 38.233, 13.991)  0.268
H (13.732, 36.740, 12.985)  0.329
H (14.297, 36.936, 14.655)  0.250
C (7.978, 27.799, 16.473)  -0.893
O (8.850, 28.575, 15.630)  -0.123
C (8.194, 29.468, 14.685)  -0.811
C (8.546, 30.914, 14.976)  -0.327
O (9.980, 31.151, 14.774)  -0.445
C (10.574, 31.852, 15.814)  -0.651
H (7.384, 28.370, 17.186)  0.361
H (8.676, 27.197, 17.055)  0.223
H (7.344, 27.123, 15.899)  0.347
H (7.121, 29.282, 14.715)  0.490
H (8.408, 29.150, 13.665)  0.307
H (8.106, 31.237, 15.920)  0.175
H (8.002, 31.510, 14.244)  0.424
H (10.292, 32.902, 15.900)  0.473
H (11.633, 31.935, 15.572)  0.284
H (10.657, 31.427, 16.814)  0.129
C (10.145, 29.000, 19.229)  -0.209
O (9.820, 29.698, 20.411)  -0.027
C (8.528, 29.494, 20.967)  -0.535
C (7.414, 30.317, 20.309)  -0.313
O (7.348, 31.742, 20.590)  -0.492
C (8.339, 32.469, 19.817)  -0.315
H (9.817, 27.969, 19.098)  0.632
H (11.187, 29.134, 18.940)  -0.467
H (9.617, 29.453, 18.390)  0.103
H (8.751, 29.923, 21.943)  0.220
H (8.408, 28.411, 20.988)  0.490
H (6.416, 29.925, 20.502)  0.423
H (7.579, 30.161, 19.243)  -0.051
H (8.497, 32.210, 18.770)  0.078
H (9.301, 32.499, 20.328)  0.176
H (8.059, 33.521, 19.874)  0.337
C (19.829, 34.335, 21.117)  -0.686
O (19.231, 34.159, 19.884)  -0.378
C (18.281, 33.112, 19.928)  -0.497
C (17.354, 33.029, 18.734)  0.205
O (18.051, 32.496, 17.646)  -0.018
C (18.811, 33.389, 16.827)  -0.799
H (20.519, 35.179, 21.089)  0.276
H (20.373, 33.450, 21.447)  0.303
H (19.041, 34.601, 21.822)  0.220
H (17.713, 33.184, 20.856)  0.159
H (18.778, 32.151, 20.057)  0.523
H (16.913, 34.013, 18.576)  0.151
H (16.551, 32.332, 18.971)  -0.220
H (19.694, 33.848, 17.271)  0.319
H (18.211, 34.258, 16.557)  0.221
H (19.243, 32.793, 16.023)  0.261

The LUMO energy is -0.3 eV. Its SMILES is C[N+](=O)[O-].C[N+](=O)[O-].C[N+](=O)[O-].C[N+](=O)[O-].C[N+](=O)[O-].C[N+](=O)[O-].C[N+](=O)[O-].C[N+](=O)[O-].COCCOC.COCCOC.COCCOC.COCCOC. The frontier orbital gap comes out at 9.11 eV.